(1)
A single C7H10N2O2 molecule at a distorted geometry. Source: the OMol25 dataset; level of theory: ωB97M-V/def2-TZVPD.

SMILES string = CCOC(=O)[C@H](C)/C=N/C#N
frontier orbital gap = 0.361 Ha
relative energy (zero: lowest compared OMol25 entry of this formula, charge and spin) = 174.74 kJ/mol
E_LUMO = -0.024 eV

ORCA input file:
```
! RIJCOSX wB97M-V def2-TZVPD def2/J DEFGRID3
* xyz 0 1
O -0.542 -1.247 -0.421
O 1.331 -0.019 -0.524
N -2.774 0.006 -0.262
N -4.939 -0.875 0.459
C 2.137 -1.202 -0.619
C -2.039 0.936 0.172
C 2.212 -1.972 0.692
C -3.927 -0.403 0.179
C 0.068 2.306 0.148
C -0.721 1.166 -0.482
C 0.019 -0.190 -0.460
H 2.559 -1.326 1.496
H 1.728 -1.841 -1.406
H 3.121 -0.831 -0.918
H -2.276 1.538 1.053
H 1.238 -2.375 0.949
H 0.196 2.137 1.215
H 1.052 2.389 -0.304
H 2.912 -2.795 0.581
H -0.468 3.242 0.003
H -0.887 1.359 -1.549
*
```



(2)
A single C7H10N2O3 molecule at a distorted geometry. Source: the OMol25 dataset; level of theory: ωB97M-V/def2-TZVPD.

frontier orbital gap (alpha / beta) = 0.292 / 0.292 Ha
relative energy (zero: lowest compared OMol25 entry of this formula, charge and spin) = 500.45 kJ/mol
E_LUMO (alpha / beta) = -0.093 / -0.094 eV

ORCA input file:
```
! RIJCOSX wB97M-V def2-TZVPD def2/J DEFGRID3
* xyz 0 1
O -2.093 0.030 3.568
O -0.233 0.900 2.603
O -1.267 -0.805 -1.214
N -2.528 -1.045 0.693
N 1.178 1.509 0.151
C 1.059 0.868 -2.176
C -0.415 -0.180 -0.465
C -1.249 0.228 2.504
C 0.923 0.351 -0.689
C 1.871 -0.786 -0.376
C -1.542 -0.445 1.276
C -2.437 -1.226 -0.632
H 2.839 -0.386 -0.108
H -2.922 -1.996 -1.193
H 1.557 -1.378 0.574
H 0.906 1.380 1.089
H -3.006 -0.316 3.310
H 2.066 1.370 -2.261
H 0.308 1.556 -2.619
H 1.132 -0.035 -2.850
H 1.816 -1.495 -1.261
H 2.038 1.900 0.075
*
```



(3)
A 2-piece molecular cluster, C7H10N2O3 overall at a distorted geometry. Source: the OMol25 dataset; level of theory: ωB97M-V/def2-TZVPD.

frontier orbital gap = 0.344 Ha
relative energy (zero: lowest compared OMol25 entry of this formula, charge and spin) = 292.29 kJ/mol
E_LUMO = 0.682 eV

ORCA input file:
```
! RIJCOSX wB97M-V def2-TZVPD def2/J DEFGRID3
* xyz 0 1
O 1.976 -2.566 -0.079
O 1.658 1.529 -0.746
O 0.934 -0.777 -1.867
N -0.889 -0.403 -0.483
N 1.812 1.703 1.478
C -2.414 0.702 0.626
C 0.325 -0.974 -0.809
C 0.726 -2.171 0.234
C 1.595 0.900 0.454
C -1.500 0.449 -1.411
C -1.459 -0.184 0.750
C -2.431 1.136 -0.780
H 1.436 0.840 -1.419
H -0.018 -3.088 0.159
H 1.796 2.734 1.553
H -1.144 0.603 -2.441
H -1.120 -0.741 1.665
H -3.086 1.000 1.412
H -3.121 1.876 -1.121
H 0.615 -1.708 1.206
H 2.404 -2.149 -0.794
H 1.903 1.289 2.413
*
```



(4)
A single C7H10N2O3S2 molecule at a distorted geometry. Source: the OMol25 dataset; level of theory: ωB97M-V/def2-TZVPD.

SMILES string = CN1C(=O)[C@]2(CO)SS[C@H]1C(=O)N2C
frontier orbital gap = 0.319 Ha
relative energy (zero: lowest compared OMol25 entry of this formula, charge and spin) = 0.00 kJ/mol
E_LUMO = 0.453 eV

ORCA input file:
```
! RIJCOSX wB97M-V def2-TZVPD def2/J DEFGRID3
* xyz 0 1
S 0.788 -2.651 0.426
S 1.498 -1.071 1.466
O 2.521 1.684 0.934
O 1.482 1.009 -1.387
O -2.608 -1.442 0.573
N 0.095 -0.766 -1.456
N -0.905 0.113 0.853
C 1.154 1.611 1.252
C -0.554 -1.736 -0.684
C -1.483 -1.014 0.340
C 0.281 -0.994 -2.828
C -1.652 0.851 1.842
C 0.463 0.339 0.653
C 0.774 0.207 -0.798
H 2.639 1.837 0.015
H -2.674 1.205 1.426
H -1.171 1.809 2.162
H -2.121 0.316 2.657
H 1.354 -0.533 -3.230
H -1.082 -2.515 -1.184
H -0.441 -0.300 -3.238
H 0.084 -2.002 -3.123
H 0.549 2.511 0.909
H 1.008 1.529 2.419
*
```



(5)
An isolated ion of composition C7H10N3 and charge +1 at a distorted geometry. Source: the OMol25 dataset; level of theory: ωB97M-V/def2-TZVPD.

frontier orbital gap (alpha / beta) = 0.243 / 0.300 Ha
relative energy (zero: lowest compared OMol25 entry of this formula, charge and spin) = 641.95 kJ/mol
E_LUMO (alpha / beta) = -6.174 / -5.302 eV

ORCA input file:
```
! RIJCOSX wB97M-V def2-TZVPD def2/J DEFGRID3
* xyz 1 1
N 2.288 0.703 -0.283
N 0.191 -1.228 -0.486
N 1.208 -1.460 0.385
C 1.369 1.607 -0.367
C -1.994 0.920 -0.449
C 2.382 -0.598 0.145
C 0.151 1.559 0.265
C -1.077 1.441 0.643
C -1.082 -1.423 -0.038
C -2.126 -0.535 -0.087
H 0.329 -0.228 -0.867
H 1.185 -2.356 0.855
H -1.192 -2.417 0.463
H -1.385 1.818 1.571
H 1.620 2.563 -0.810
H 2.801 -0.654 1.147
H 3.060 -1.227 -0.529
H -1.653 1.077 -1.453
H -3.064 -0.824 0.200
H -3.011 1.262 -0.307
*
```



(6)
An isolated ion of composition C7H10N3 and charge +1 at a distorted geometry. Source: the OMol25 dataset; level of theory: ωB97M-V/def2-TZVPD.

SMILES string = C=[n+]1cn[nH]/c1=C1/C[C@H]1C
frontier orbital gap (alpha / beta) = 0.268 / 0.260 Ha
relative energy (zero: lowest compared OMol25 entry of this formula, charge and spin) = 520.50 kJ/mol
E_LUMO (alpha / beta) = -5.211 / -5.457 eV

ORCA input file:
```
! RIJCOSX wB97M-V def2-TZVPD def2/J DEFGRID3
* xyz 1 1
N -1.841 0.680 0.075
N -2.813 -1.339 -0.024
N -1.547 -1.532 -0.181
C -0.859 -0.327 -0.095
C -3.049 -0.093 0.047
C 0.544 -0.102 -0.232
C 2.617 -1.171 0.570
C 1.551 0.955 -0.399
C 1.918 -0.466 -0.579
C -1.677 1.921 0.296
H -0.645 2.461 0.145
H 2.088 -2.206 0.602
H -4.034 0.395 0.161
H 2.003 -1.008 -1.653
H -1.131 -2.459 -0.152
H 1.894 1.489 0.512
H -2.455 2.700 0.165
H 3.722 -1.035 0.242
H 1.241 1.736 -1.065
H 2.474 -0.598 1.564
*
```



(7)
An isolated ion of composition C7H10N3O and charge +1 at a distorted geometry. Source: the OMol25 dataset; level of theory: ωB97M-V/def2-TZVPD.

SMILES string = CC(=O)N(C)c1ccc[nH+]n1
frontier orbital gap = 0.274 Ha
relative energy (zero: lowest compared OMol25 entry of this formula, charge and spin) = 981.75 kJ/mol
E_LUMO = -5.978 eV

ORCA input file:
```
! RIJCOSX wB97M-V def2-TZVPD def2/J DEFGRID3
* xyz 1 1
O 2.804 -0.412 -1.927
N -0.665 -0.848 -1.325
N 1.031 1.037 -0.895
N -1.859 -1.448 -1.068
C -1.343 1.122 0.551
C 1.536 1.880 0.252
C 1.977 -0.183 -0.899
C 2.064 -1.244 0.390
C -0.334 0.394 -0.567
C -2.965 -1.090 -0.104
C -2.775 0.294 0.801
H -1.097 2.113 1.118
H 2.712 1.973 0.115
H 3.160 -1.392 0.773
H -3.950 -1.725 0.045
H 1.588 -2.261 -0.007
H 1.050 2.971 0.255
H -2.060 -2.326 -1.640
H -3.555 0.680 1.588
H 1.348 1.357 1.281
H 1.332 -0.893 1.264
*
```



(8)
An isolated ion of composition C7H10N3O2 and charge +1 at a distorted geometry. Source: the OMol25 dataset; level of theory: ωB97M-V/def2-TZVPD.

SMILES string = [H]/N=C1/[C@H](C)[C@@]12OC=N[N@@H+](C)C2=O
frontier orbital gap = 0.353 Ha
relative energy (zero: lowest compared OMol25 entry of this formula, charge and spin) = 579.03 kJ/mol
E_LUMO = -3.666 eV

ORCA input file:
```
! RIJCOSX wB97M-V def2-TZVPD def2/J DEFGRID3
* xyz 1 1
O -0.521 -1.086 -1.140
O 0.383 0.985 1.707
N -1.687 -1.839 2.122
N 2.205 0.382 0.380
N 1.537 0.265 -0.916
C -0.404 0.146 0.861
C 1.678 0.913 1.404
C -2.705 0.408 -0.449
C 0.014 -0.390 -0.371
C 2.455 -0.357 -1.833
C -1.612 -0.723 1.612
C -1.922 0.536 0.845
H 1.435 1.108 -1.352
H -2.479 1.299 -0.980
H 2.173 -1.397 -2.058
H 3.512 -0.103 -1.485
H -2.262 -0.409 -1.105
H -2.028 1.460 1.527
H 2.417 0.010 -2.918
H 2.456 1.097 2.152
H -3.728 0.217 -0.249
H -0.918 -2.524 2.249
*
```



(9)
C7H10N7O4Pd as an isolated structure at a distorted geometry. Source: the OMol25 dataset; level of theory: ωB97M-V/def2-TZVPD.

frontier orbital gap (alpha / beta) = 0.207 / 0.207 Ha
E_LUMO (alpha / beta) = -14.252 / -14.250 eV

ORCA input file:
```
! RIJCOSX wB97M-V def2-TZVPD def2/J DEFGRID3
* xyz 3 1
Pd 1.226 0.473 -0.615
O 0.877 0.766 -4.358
O -0.109 1.743 0.708
O -0.062 0.368 -2.432
O -0.107 -0.774 0.722
N 3.690 1.356 -3.971
N -1.047 1.269 1.262
N 0.916 0.660 -3.186
N -1.036 -0.131 1.229
N 3.501 0.996 -0.374
N 4.038 1.253 -1.665
N 2.003 0.816 -2.412
C -3.245 -0.014 2.361
C -4.312 -0.646 3.011
C -4.360 -2.015 3.062
C -3.223 -2.765 2.594
C -2.138 -2.150 1.925
C 3.261 1.158 -2.753
C -2.122 -0.793 1.861
H 3.602 1.834 0.196
H 3.063 1.278 -4.761
H 5.000 1.559 -1.739
H -3.162 -3.819 2.834
H -5.212 -2.519 3.502
H 4.654 1.592 -4.171
H -1.347 -2.738 1.483
H -5.100 -0.058 3.461
H 4.046 0.252 0.060
H -3.299 1.049 2.164
*
```



(10)
An isolated ion of composition C7H10NO2 and charge -1. Source: the OMol25 dataset; level of theory: ωB97M-V/def2-TZVPD.

SMILES string = [O-]C1=CC[C@@H]1CC/C=N/O
frontier orbital gap = 0.206 Ha
relative energy (zero: lowest compared OMol25 entry of this formula, charge and spin) = 140.27 kJ/mol
E_LUMO = 3.257 eV

ORCA input file:
```
! RIJCOSX wB97M-V def2-TZVPD def2/J DEFGRID3
* xyz -1 1
O -3.224 1.289 -0.952
O 3.805 -0.054 -1.339
N 2.880 -0.287 -0.341
C -1.371 -1.434 -0.243
C -0.415 0.857 0.546
C -2.585 0.248 -0.684
C 1.999 0.598 -0.125
C -2.820 -1.058 -0.356
C -1.038 0.038 -0.570
C 0.998 0.420 0.956
H 3.584 0.765 -1.819
H -1.069 0.790 1.422
H -3.706 -1.665 -0.246
H -0.989 -2.150 -0.988
H 1.011 -0.627 1.265
H 1.310 1.030 1.814
H -0.481 0.167 -1.505
H -1.020 -1.773 0.744
H -0.392 1.906 0.234
H 1.948 1.527 -0.712
*
```



(11)
C7H10NO2 as an isolated structure at a distorted geometry. Source: the OMol25 dataset; level of theory: ωB97M-V/def2-TZVPD.

frontier orbital gap (alpha / beta) = 0.257 / 0.282 Ha
relative energy (zero: lowest compared OMol25 entry of this formula, charge and spin) = 708.95 kJ/mol
E_LUMO (alpha / beta) = -6.723 / -6.813 eV

ORCA input file:
```
! RIJCOSX wB97M-V def2-TZVPD def2/J DEFGRID3
* xyz 1 1
O 1.435 0.065 -0.941
O -2.452 1.184 0.574
N -3.077 -0.978 0.129
C -0.067 1.608 0.441
C -1.755 -1.083 0.000
C -1.207 0.709 0.468
C 2.295 -0.284 0.088
C -0.786 -2.112 -0.263
C 0.899 1.300 -0.802
C -3.396 0.115 0.708
H -1.332 -2.911 -0.996
H 0.497 1.479 1.375
H 2.937 -1.056 -0.228
H 3.011 0.494 0.207
H -0.602 -2.593 0.729
H 0.132 -1.590 -0.552
H -0.500 2.686 0.227
H 1.779 -0.516 0.980
H 1.763 1.889 -0.430
H 0.427 1.594 -1.715
*
```



(12)
An isolated ion of composition C7H10NO3 and charge +1 at a distorted geometry. Source: the OMol25 dataset; level of theory: ωB97M-V/def2-TZVPD.

frontier orbital gap = 0.353 Ha
relative energy (zero: lowest compared OMol25 entry of this formula, charge and spin) = 147.08 kJ/mol
E_LUMO = -3.847 eV

ORCA input file:
```
! RIJCOSX wB97M-V def2-TZVPD def2/J DEFGRID3
* xyz 1 1
O -2.072 0.305 1.340
O 0.079 3.944 1.219
O -1.888 3.228 2.214
N -0.863 1.763 0.121
C -1.097 0.511 0.404
C 0.017 -3.087 0.127
C -0.508 -0.693 -0.110
C 1.015 3.354 0.354
C -0.934 3.416 1.603
C -0.674 -1.885 0.414
C 0.148 2.407 -0.588
H -2.666 1.061 1.597
H 1.568 4.175 -0.287
H -0.777 -3.735 -0.247
H -0.141 3.106 -1.457
H 0.446 -3.580 1.103
H -1.393 -2.046 1.232
H 0.234 -0.774 -0.991
H 1.660 2.557 0.953
H 0.878 -2.945 -0.510
H 0.788 1.653 -1.101
*
```